No. 1
A molecular structure, C2H3LiLuO2 in a non-equilibrium geometry, computed with ωB97M-V/def2-TZVPD.

XYZ file:
```
9
Properties=species:S:1:pos:R:3:lowdin_spin:R:1
H -0.118 -1.273 -0.744 0.001
O 2.171 -0.633 0.740 0.001
C 1.334 -0.041 0.091 0.001
C -0.101 -0.509 0.086 0.020
O -1.035 0.516 -0.055 0.141
Lu -3.176 0.446 0.591 0.771
Li -0.455 1.962 -0.972 0.059
H 1.631 0.639 -0.742 0.000
H -0.251 -1.107 1.005 0.006
```

Summary:
HOMO-LUMO gap (alpha / beta) (eV): 7.22 / 5.95
Spin multiplicity: 2
Net charge: +2
HOMO level (alpha / beta) (eV): -17.0 / -17.0
LUMO level (alpha / beta) (eV): -9.8 / -11.1

***

No. 2
A single C4H6N2O molecule, computed with ωB97M-V/def2-TZVPD.

XYZ file:
```
13
Properties=species:S:1:pos:R:3:lowdin_charge:R:1
N 1.862 1.156 0.222 0.091
C 0.643 0.453 -0.144 -0.453
C 0.935 -0.870 -0.266 -0.080
C -0.377 -1.484 -0.229 -0.088
C -1.301 -0.492 0.001 -0.404
O -2.660 -0.486 0.070 0.061
N -0.691 0.736 0.159 0.116
H 2.177 1.919 -0.380 0.127
H 1.957 1.408 1.208 0.134
H 2.268 0.041 0.013 0.154
H -0.626 -2.537 -0.311 0.082
H -2.968 -1.354 -0.221 0.111
H -1.197 1.572 -0.103 0.148
```

Summary:
Energy relative to the best compared isomer or geometry (same formula, charge and spin) (kcal/mol): 107.8
HOMO-LUMO gap (eV): 8.01
Net charge: 0
HOMO level (eV): -7.4
LUMO level (eV): 0.6

***

No. 3
A molecular structure, C29H46BrIrN3P2 in a non-equilibrium geometry, computed with ωB97M-V/def2-TZVPD.

XYZ file:
```
82
Properties=species:S:1:pos:R:3:lowdin_spin:R:1
N -6.591 4.841 -5.049 0.163
C -6.453 5.317 -3.808 0.201
C -5.615 4.711 -2.859 0.234
C -4.878 3.537 -3.196 0.000
C -5.033 3.085 -4.532 0.246
C -5.895 3.768 -5.414 0.192
C -3.966 2.890 -2.247 0.064
Ir -0.626 -0.136 0.966 1.772
P 4.837 -0.954 0.767 0.608
C -3.102 1.890 -2.521 -0.040
C -2.024 1.498 -1.635 0.103
C -0.824 0.970 -2.170 0.117
C 0.382 1.039 -1.455 0.097
C 0.466 1.632 -0.155 -0.033
C -0.867 1.840 0.496 0.067
C -2.097 1.787 -0.271 0.111
Br 1.915 2.872 0.256 -0.007
H -3.993 3.331 -1.244 0.003
H -3.106 1.393 -3.496 -0.003
H -5.523 5.169 -1.870 0.009
H -4.483 2.220 -4.915 0.009
H -7.035 6.196 -3.548 0.008
H -6.041 3.417 -6.432 0.008
H -0.855 0.668 -3.233 0.003
H -3.043 2.148 0.151 0.003
H 1.311 0.664 -1.901 0.002
H -0.829 2.511 1.343 0.010
P -0.300 -2.100 0.102 0.185
C 4.968 0.862 0.729 0.090
C 6.321 1.390 0.241 0.010
H 4.768 1.208 1.754 0.000
H 4.142 1.216 0.094 0.018
H 6.373 2.475 0.385 0.000
H 7.156 0.953 0.800 0.002
H 6.486 1.191 -0.821 0.000
C 4.205 -1.383 -0.894 0.094
C 5.174 -2.242 -1.724 0.015
H 3.995 -0.428 -1.406 0.011
H 3.264 -1.933 -0.726 0.005
H 4.810 -2.324 -2.754 0.000
H 6.188 -1.815 -1.758 0.002
H 5.257 -3.260 -1.321 0.001
C 3.605 -1.388 2.018 0.086
C 4.356 -1.970 3.219 0.026
H 2.920 -2.137 1.591 0.002
H 3.027 -0.489 2.279 0.012
H 3.733 -2.650 3.784 0.001
H 5.239 -2.521 2.891 0.009
H 4.702 -1.187 3.892 0.000
C 0.152 -3.577 1.103 0.050
C -1.007 -4.481 1.505 0.005
H 0.687 -3.224 1.995 0.004
H 0.893 -4.166 0.542 0.005
H -1.753 -3.952 2.103 0.001
H -1.505 -4.922 0.633 0.000
H -0.633 -5.318 2.111 0.002
C 0.761 -2.358 -1.397 0.026
C 0.054 -2.404 -2.753 0.004
H 1.335 -3.288 -1.238 0.003
H 1.490 -1.538 -1.397 0.004
H -0.704 -3.206 -2.784 0.000
H -0.421 -1.439 -2.983 0.001
H 0.803 -2.602 -3.540 0.001
C -2.070 -2.196 -0.390 0.036
C -2.973 -1.466 0.626 0.060
H -2.341 -3.258 -0.492 0.006
H -2.164 -1.752 -1.398 0.001
H -3.747 -0.920 0.076 0.005
H -3.448 -2.204 1.287 0.002
H -2.489 -0.731 1.303 0.018
C 0.120 2.412 3.641 0.004
C -0.539 1.110 3.831 0.040
N -0.740 0.041 3.014 0.155
C -1.130 -1.038 3.835 0.016
C -1.300 -0.570 5.106 0.012
N -0.902 0.745 5.073 0.018
H -0.527 3.088 3.083 0.002
H 0.269 2.863 4.632 0.000
H 1.083 2.304 3.134 0.001
H -1.156 -2.052 3.458 0.002
H -1.683 -1.051 5.990 0.001
H -0.831 1.378 5.888 0.001
```

Summary:
Energy relative to the best compared isomer or geometry (same formula, charge and spin) (kcal/mol): 0.0
HOMO-LUMO gap (alpha / beta) (eV): 7.37 / 5.04
Spin multiplicity: 6
Net charge: +4
HOMO level (alpha / beta) (eV): -18.7 / -19.1
LUMO level (alpha / beta) (eV): -11.3 / -14.1

***

No. 4
A molecular structure, C52H44ClCsN3O5P in a non-equilibrium geometry, computed with ωB97M-V/def2-TZVPD.

XYZ file:
```
107
Properties=species:S:1:pos:R:3:lowdin_charge:R:1
Cs -0.758 0.844 0.329 1.060
C -1.719 4.115 0.747 -0.063
C -1.420 4.461 2.170 -0.302
C -1.801 5.691 2.711 -0.026
C -1.493 5.972 4.028 -0.077
C -0.775 5.040 4.762 -0.043
C -0.417 3.848 4.141 -0.222
N -0.764 3.552 2.892 0.183
C 0.473 2.867 4.833 -0.208
C 1.493 3.334 5.660 -0.027
C 2.358 2.417 6.227 -0.069
C 2.184 1.074 5.949 -0.026
C 1.133 0.693 5.115 -0.203
N 0.294 1.575 4.577 0.199
C 0.960 -0.744 4.744 -0.222
C 1.347 -1.760 5.613 -0.038
C 1.257 -3.072 5.176 -0.084
C 0.796 -3.323 3.898 -0.024
C 0.394 -2.248 3.104 -0.297
C -0.128 -2.455 1.720 -0.054
N 0.467 -0.987 3.533 0.177
H -1.701 4.996 0.109 0.087
H -2.700 3.642 0.645 0.079
H -0.954 3.432 0.385 -0.030
H -2.326 6.405 2.091 0.110
H -1.793 6.911 4.477 0.097
H -0.504 5.229 5.792 0.099
H 1.633 4.396 5.809 0.104
H 3.181 2.747 6.849 0.101
H 2.876 0.336 6.330 0.102
H 1.704 -1.533 6.609 0.098
H 1.563 -3.887 5.820 0.093
H 0.745 -4.327 3.497 0.117
H -0.127 -3.499 1.412 0.065
H 0.476 -1.894 1.006 0.044
H -1.151 -2.078 1.649 0.077
O -4.224 2.946 -1.263 -0.023
C -3.458 2.053 -1.651 -0.673
O -2.957 1.123 -0.957 -0.411
C -3.025 2.084 -3.123 -0.137
C -3.395 3.199 -3.867 -0.034
C -3.043 3.329 -5.200 -0.099
C -2.314 2.318 -5.808 -0.102
C -1.948 1.196 -5.079 -0.088
C -2.284 1.056 -3.730 -0.287
P -1.744 -0.430 -2.761 1.078
C -3.316 -1.387 -2.694 -0.349
C -4.485 -0.996 -3.344 -0.079
C -5.640 -1.762 -3.246 -0.102
C -5.637 -2.934 -2.504 -0.116
C -4.473 -3.335 -1.862 -0.086
C -3.319 -2.568 -1.950 -0.080
C -0.826 -1.370 -4.055 -0.381
C -1.333 -2.442 -4.782 -0.075
C -0.523 -3.153 -5.659 -0.095
C 0.806 -2.796 -5.832 -0.114
C 1.325 -1.726 -5.113 -0.099
C 0.518 -1.032 -4.227 -0.113
H -3.969 3.958 -3.352 0.108
H -3.334 4.211 -5.759 0.089
H -2.028 2.395 -6.851 0.091
H -1.388 0.414 -5.574 0.090
H -4.501 -0.083 -3.923 0.101
H -6.543 -1.437 -3.748 0.091
H -6.539 -3.531 -2.424 0.087
H -4.456 -4.251 -1.284 0.098
H -2.403 -2.900 -1.469 0.074
H -2.368 -2.736 -4.652 0.101
H -0.933 -3.996 -6.203 0.093
H 1.440 -3.358 -6.508 0.089
H 2.367 -1.448 -5.224 0.097
H 0.938 -0.220 -3.641 0.103
C 2.596 1.439 -0.059 -0.155
C 2.129 2.741 -0.148 -0.447
C 2.098 3.644 0.972 -0.103
C 1.676 4.949 0.857 -0.165
C 1.211 5.479 -0.353 -0.183
C 1.163 4.609 -1.447 -0.156
C 1.585 3.299 -1.360 -0.112
H 2.987 1.050 0.875 0.010
H 2.651 0.808 -0.939 0.006
H 2.441 3.276 1.935 0.090
H 1.692 5.579 1.745 0.087
H 0.869 6.503 -0.428 0.066
H 0.772 4.964 -2.397 0.088
H 1.540 2.666 -2.242 0.089
C 3.677 -2.060 0.013 -0.030
C 3.538 -3.372 0.730 -0.175
C 3.894 -3.458 2.077 -0.078
C 3.847 -4.664 2.744 -0.677
Cl 4.373 -4.748 4.416 0.608
C 3.418 -5.818 2.110 -0.119
C 3.043 -5.739 0.781 -0.001
C 3.109 -4.537 0.083 -0.252
O 2.864 -4.587 -1.260 -0.050
C 1.742 -3.826 -1.745 -0.083
C 0.412 -4.101 -1.014 -0.686
O 0.350 -5.099 -0.273 -0.022
O -0.454 -3.221 -1.225 -0.065
H 4.390 -1.413 0.525 0.081
H 2.731 -1.517 -0.027 0.066
H 4.015 -2.211 -1.013 0.089
H 4.237 -2.570 2.594 0.113
H 3.372 -6.754 2.650 0.095
H 2.666 -6.601 0.250 0.120
H 1.631 -4.120 -2.789 0.123
H 1.939 -2.755 -1.721 0.099
```

Summary:
Energy relative to the best compared isomer or geometry (same formula, charge and spin) (kcal/mol): 11.1
HOMO-LUMO gap (eV): 4.15
Net charge: -2
HOMO level (eV): -0.5
LUMO level (eV): 3.7

***

No. 5
A single C4H9NOS molecule in a non-equilibrium geometry, computed with ωB97M-V/def2-TZVPD.

XYZ file:
```
16
Properties=species:S:1:pos:R:3:lowdin_charge:R:1
C -2.076 -1.190 -0.006 -0.092
C -1.142 -0.106 -0.477 -0.243
C 0.662 1.262 0.459 -0.202
C 2.028 1.097 -0.175 -0.277
H -2.617 -0.863 0.917 0.093
H -1.513 -2.051 0.322 0.063
H -2.797 -1.483 -0.797 0.088
H -1.790 0.805 -0.584 0.123
H -0.563 -0.327 -1.389 0.125
H 0.096 2.081 -0.128 0.139
H 0.854 1.659 1.484 0.131
H 2.418 2.005 -0.639 0.107
H 1.282 -1.593 0.613 -0.161
N 2.768 0.111 -0.359 -0.379
O -0.158 0.096 0.620 -0.231
S 2.547 -1.504 0.138 0.716
```

Summary:
Energy relative to the best compared isomer or geometry (same formula, charge and spin) (kcal/mol): 59.7
HOMO-LUMO gap (eV): 9.73
Net charge: 0
HOMO level (eV): -8.8
LUMO level (eV): 0.9

***

No. 6
A molecular structure, C4H8O in a non-equilibrium geometry, computed with ωB97M-V/def2-TZVPD.

XYZ file:
```
13
Properties=species:S:1:pos:R:3:lowdin_charge:R:1
C -1.492 0.475 0.470 0.061
C -0.325 -1.071 -0.075 -0.523
O -0.499 -1.294 -1.265 -0.030
C 0.515 -0.024 0.408 -0.126
C 1.572 0.436 -0.591 -0.070
H -1.673 0.748 1.504 0.049
H -2.307 -0.236 0.195 0.080
H -1.575 1.287 -0.246 0.062
H -0.707 -1.673 0.768 0.128
H 0.904 -0.141 1.429 0.124
H 1.119 0.704 -1.544 0.078
H 2.241 1.217 -0.221 0.069
H 2.227 -0.429 -0.832 0.099
```

Summary:
Energy relative to the best compared isomer or geometry (same formula, charge and spin) (kcal/mol): 70.5
HOMO-LUMO gap (eV): 9.58
Net charge: 0
HOMO level (eV): -9.0
LUMO level (eV): 0.6

***

The calculation returns the following calculated total energy values, one per record and in order: -1470.8318; -340.6231; -4656.2728; -3370.2325; -685.9238; -232.3332 Eh.